No. 1
{"formula": "C3H7NO2", "method": "ωB97M-V/def2-TZVPD", "smiles": "N=C=O.CCO", "fmax_ev_per_a": 0.9, "gap_ev": 10.69, "homo_ha": -0.373, "de_lowest_kcal_mol": 27.5, "symbols": ["C", "C", "O", "C", "O", "N", "H", "H", "H", "H", "H", "H", "H"], "coordinates": [[-1.525072, 0.243797, -0.080871], [-0.545713, -0.615421, 0.707598], [-0.248114, -1.824912, 0.040265], [1.650742, 1.220087, -0.867529], [1.086077, 2.240153, -0.796825], [2.098623, 0.090970, -0.965213], [-1.796250, 1.154403, 0.464882], [-2.432081, -0.334734, -0.278970], [-1.104530, 0.549036, -1.047390], [-0.980849, -0.894707, 1.671622], [0.285474, -1.591593, -0.731865], [0.376953, -0.060324, 0.929608], [3.072980, -0.141038, -0.859362]], "atomic_forces_ev_per_a": [[-0.1, 0.0, 0.0], [-0.1, 0.3, 0.3], [0.2, 0.0, -0.2], [-0.1, 0.3, 0.0], [0.5, -0.8, 0.0], [-0.2, 0.5, -0.1], [0.1, -0.1, 0.0], [0.1, 0.1, 0.0], [0.0, -0.1, 0.2], [0.0, 0.0, -0.1], [0.0, -0.1, 0.1], [-0.2, -0.1, 0.0], [0.0, 0.0, 0.0]], "nbo_charge": [-0.6366, -0.0613, -0.7206, 0.8722, -0.4901, -0.8083, 0.2132, 0.2139, 0.1961, 0.1753, 0.4695, 0.1499, 0.4268]}

***

No. 2
{"formula": "C14H9F3N2O3S", "method": "ωB97M-V/def2-TZVPD", "smiles": "Cc1cc(O)cc(O)c1-c1onc(C(F)(F)F)c1-c1cscn1", "fmax_ev_per_a": 5.3, "gap_ev": 9.11, "homo_ha": -0.317, "de_lowest_kcal_mol": 23.9, "symbols": ["F", "F", "F", "N", "N", "O", "O", "O", "S", "C", "C", "C", "C", "C", "C", "C", "C", "C", "C", "C", "C", "C", "C", "H", "H", "H", "H", "H", "H", "H", "H", "H"], "coordinates": [[-0.228470, -4.406271, -0.100679], [1.126037, -4.811121, 1.594001], [-1.040872, -4.583204, 1.852467], [0.699601, -0.721065, -1.832946], [0.017155, -2.177420, 2.606317], [0.152136, -0.720665, 2.422421], [1.003321, 4.983180, -0.418011], [2.566765, 0.882351, 1.402563], [-0.974896, -1.720074, -3.368523], [0.420486, -0.790699, -3.040124], [-0.052758, -2.691840, 1.425268], [-1.214540, -2.163718, -1.743447], [-0.159258, -1.530058, -1.056147], [-0.094992, -1.548912, 0.376919], [0.133923, -0.402640, 1.158778], [1.662789, 2.950757, 0.556932], [-0.524037, 3.086210, -0.282931], [0.674683, 3.706140, -0.112469], [1.462494, 1.567271, 0.981136], [0.229179, 1.057200, 0.850522], [-0.815936, 1.657784, 0.111778], [-0.006128, -4.173716, 1.161044], [-2.107716, 0.928628, -0.225195], [1.643496, 5.254002, 0.300067], [2.588551, -0.023722, 1.191391], [0.987900, -0.165312, -3.670228], [-1.956161, -2.820706, -1.268772], [2.603610, 3.314188, 0.705885], [-1.339106, 3.747987, -0.655425], [-2.421582, 0.169091, 0.481727], [-2.118621, 0.465948, -1.216215], [-2.917055, 1.680409, -0.188102]], "atomic_forces_ev_per_a": [[0.4, -0.8, -1.3], [-1.2, 0.7, -0.7], [-1.1, -2.1, 0.9], [0.2, -1.2, 5.1], [0.7, 1.4, 0.0], [-0.2, -2.4, 1.9], [0.2, 0.9, 0.9], [-0.1, 2.5, 0.7], [-1.0, -0.7, -1.7], [-1.4, -0.2, -1.5], [1.1, 4.4, -2.6], [2.6, 1.4, 0.9], [-1.4, -0.4, -1.5], [1.7, -0.1, 3.1], [-1.4, -1.8, -1.7], [-2.2, -3.3, 0.1], [-3.5, -2.0, -0.4], [2.2, -2.2, 2.4], [2.3, 4.3, -1.1], [-2.5, -3.0, -1.5], [1.8, 3.1, 0.0], [0.4, 1.5, 1.7], [-0.5, 1.5, 0.2], [-1.0, -0.2, -1.4], [-0.5, -1.8, -0.5], [0.1, 0.2, -1.5], [0.3, 0.5, -0.8], [2.5, 1.1, 0.3], [0.4, -0.9, 0.0], [0.4, -0.2, 0.3], [0.3, 0.2, 0.0], [0.2, -0.3, -0.3]], "nbo_charge": [-0.2952, -0.3081, -0.3030, -0.4159, -0.0864, -0.2926, -0.6610, -0.6706, 0.4323, -0.1407, 0.0743, -0.4572, 0.0889, -0.1980, 0.3785, -0.3222, -0.2924, 0.3043, 0.3721, -0.2204, 0.1047, 0.9643, -0.6557, 0.4887, 0.4925, 0.2309, 0.2703, 0.2058, 0.2212, 0.2286, 0.2328, 0.2293]}

***

No. 3
{"formula": "C25H31F15NO12", "method": "ωB97M-V/def2-TZVPD", "fmax_ev_per_a": 6.9, "gap_ev": 6.46, "homo_ha": -0.160, "charge": -1, "symbols": ["C", "C", "C", "C", "N", "C", "O", "O", "H", "H", "H", "H", "H", "H", "C", "C", "O", "C", "O", "C", "F", "F", "F", "H", "H", "H", "H", "H", "C", "C", "O", "C", "O", "C", "F", "F", "F", "H", "H", "H", "H", "H", "C", "C", "O", "C", "O", "C", "F", "F", "F", "H", "H", "H", "H", "H", "C", "C", "O", "C", "O", "C", "F", "F", "F", "H", "H", "H", "H", "H", "C", "C", "O", "C", "O", "C", "F", "F", "F", "H", "H", "H", "H", "H"], "coordinates": [[-3.778317, 2.789630, -0.385757], [-2.941691, 1.882252, 0.103837], [-1.964692, 0.659972, 0.571086], [-2.389490, -0.655615, -0.327251], [-1.579979, -0.742823, -1.595815], [-2.423846, -2.019688, 0.527934], [-3.576300, -2.602703, 0.707809], [-1.261520, -2.623399, 1.094935], [-4.531569, 3.261317, -1.130087], [-0.855315, 0.942008, 0.441662], [-2.214679, 0.449313, 1.690814], [-3.487778, -0.456348, -0.666190], [-0.558127, -0.746387, -1.386738], [-1.782412, 0.160210, -2.086082], [0.413841, -4.482229, 2.504322], [1.700971, -4.749989, 1.752896], [2.846579, -4.454001, 2.575438], [3.183369, -5.394895, 3.486587], [2.584922, -6.435038, 3.640315], [4.432537, -4.973744, 4.254573], [4.374197, -3.691128, 4.681733], [5.551445, -5.070928, 3.493438], [4.652361, -5.727737, 5.353042], [0.396223, -3.456742, 2.883055], [-0.451540, -4.632800, 1.854438], [0.313050, -5.142341, 3.370100], [1.759702, -4.090843, 0.883441], [1.748072, -5.778564, 1.381755], [-10.586469, 4.183904, -2.553403], [-9.429631, 3.939544, -1.605145], [-8.175572, 4.007321, -2.302459], [-7.704375, 5.251695, -2.558961], [-8.275586, 6.269341, -2.242771], [-6.351931, 5.178263, -3.260751], [-6.342987, 4.289912, -4.281325], [-5.365576, 4.797155, -2.415369], [-5.969237, 6.360908, -3.786237], [-10.544145, 3.489770, -3.398214], [-11.542286, 4.056003, -2.038009], [-10.553463, 5.193104, -2.970129], [-9.503753, 2.931827, -1.189412], [-9.441299, 4.637406, -0.762656], [-0.453254, 5.266343, -4.769046], [0.880966, 4.547486, -4.788945], [1.206522, 4.040893, -3.485278], [0.588353, 2.888396, -3.124722], [-0.197822, 2.296733, -3.825679], [1.052930, 2.439516, -1.742982], [1.056002, 3.449079, -0.841568], [2.315376, 1.949652, -1.768424], [0.276234, 1.468082, -1.221487], [-0.455471, 6.051553, -4.006987], [-0.663785, 5.717596, -5.742633], [-1.269699, 4.583671, -4.523301], [1.672074, 5.251423, -5.059090], [0.897560, 3.743593, -5.531015], [2.680931, 2.042776, 3.551198], [2.116937, 3.211763, 4.334076], [0.919895, 3.709051, 3.715954], [-0.211247, 2.999461, 3.956117], [-0.250213, 2.002762, 4.637853], [-1.410673, 3.655813, 3.279800], [-1.157408, 4.005229, 1.995690], [-1.790995, 4.792032, 3.913514], [-2.497962, 2.855323, 3.249576], [2.839853, 2.321688, 2.505078], [3.632575, 1.714563, 3.978337], [1.993393, 1.194065, 3.552129], [2.836398, 4.034485, 4.332763], [1.930941, 2.947825, 5.379564], [5.974022, -6.890095, 1.182274], [7.384395, -6.379165, 0.968193], [7.906262, -6.831762, -0.292695], [7.491653, -6.148696, -1.387637], [6.726870, -5.213993, -1.351332], [8.151596, -6.702441, -2.646696], [8.107156, -8.054261, -2.705277], [9.459879, -6.360419, -2.722516], [7.573008, -6.254494, -3.780303], [5.941224, -7.979918, 1.087862], [5.608860, -6.610915, 2.170514], [5.286308, -6.486526, 0.435528], [8.041115, -6.782615, 1.742916], [7.435535, -5.288467, 1.038231]], "atomic_forces_ev_per_a": [[4.0, -5.4, 1.4], [-3.5, 3.7, -2.7], [-1.6, 0.6, 0.5], [-0.6, 0.5, 0.0], [-0.2, 1.0, 0.8], [0.9, -4.6, 2.9], [3.5, 2.8, -1.1], [-4.3, 3.8, -3.1], [1.8, -1.0, 2.1], [-2.1, -0.5, 0.4], [0.6, 0.4, -2.0], [2.0, -0.6, 0.7], [-1.2, -0.1, 0.0], [0.5, -1.1, 0.4], [0.1, -0.2, 0.5], [-1.1, 0.0, -0.5], [1.4, -0.8, 1.3], [-2.1, -0.1, -1.8], [1.2, 0.8, 0.4], [1.2, 0.7, 1.3], [-0.2, -0.6, -0.4], [-0.6, 0.1, 0.2], [-0.4, 0.1, -0.8], [-0.1, -0.1, -0.4], [0.2, 0.3, 0.0], [0.1, -0.1, -0.1], [0.2, 0.1, 0.3], [0.2, 0.0, 0.3], [0.0, 0.2, -0.3], [-0.7, -0.1, 0.3], [1.0, 0.9, -0.4], [-2.0, -0.2, 1.2], [1.1, -0.8, -0.6], [1.9, -0.1, -1.2], [-0.4, 0.4, 0.6], [-0.8, 0.3, -0.1], [-0.7, -0.5, 0.5], [0.0, 0.0, 0.2], [0.1, 0.0, 0.0], [0.0, 0.0, 0.2], [0.3, 0.1, -0.2], [0.2, 0.1, -0.2], [-0.3, 0.0, 0.2], [-0.2, 0.3, -0.6], [-0.1, -1.0, 0.7], [-0.6, 0.7, -2.0], [0.9, 0.3, 1.2], [0.4, -0.6, 2.2], [-0.1, -0.2, -0.8], [-0.5, 0.3, -0.5], [0.5, 0.9, -1.0], [0.1, 0.0, -0.2], [0.1, -0.1, 0.1], [0.1, 0.0, -0.1], [0.1, -0.2, 0.3], [-0.1, -0.1, 0.3], [-0.2, -0.2, -0.2], [0.6, -0.3, 0.2], [-1.2, -0.1, 0.0], [1.8, -0.9, 1.0], [-0.5, 1.2, -0.8], [-2.0, 0.6, -1.4], [0.3, -0.3, 0.9], [0.5, -0.5, 0.1], [1.1, 0.3, 0.4], [0.1, 0.1, 0.2], [-0.1, 0.1, 0.0], [0.1, 0.1, 0.1], [-0.3, 0.1, -0.1], [-0.2, 0.0, -0.2], [-0.3, -0.2, -0.3], [-0.4, 0.2, 0.7], [0.2, 0.3, -1.4], [-0.9, 0.7, 2.1], [0.9, -1.0, -0.7], [0.7, -0.8, -1.8], [-0.2, 0.6, 0.4], [-0.6, 0.1, 0.4], [0.1, 0.0, 1.0], [0.1, 0.1, 0.1], [0.2, -0.2, -0.3], [0.1, 0.1, 0.1], [0.1, -0.1, -0.4], [0.0, -0.1, -0.3]], "lowdin_charge": [0.0370, -0.1066, -0.1324, -0.3002, 0.0086, -0.4888, -0.1238, -0.2402, 0.0181, 0.0901, 0.1212, 0.1391, 0.0631, 0.0587, -0.0822, -0.1952, 0.0170, -0.3770, 0.1494, -0.4972, 0.1519, 0.1211, 0.1483, 0.0778, 0.0720, 0.0710, 0.1282, 0.1212, -0.0671, -0.2034, 0.0219, -0.3558, 0.1565, -0.4978, 0.1538, 0.1320, 0.1534, 0.0839, 0.0820, 0.0742, 0.1289, 0.1272, -0.0651, -0.2109, 0.0154, -0.3488, 0.1641, -0.4900, 0.1520, 0.1531, 0.1247, 0.0842, 0.0810, 0.0776, 0.1227, 0.1255, -0.0609, -0.2123, 0.0134, -0.3546, 0.1645, -0.4996, 0.1403, 0.1439, 0.1477, 0.0819, 0.0813, 0.0811, 0.1215, 0.1241, -0.0525, -0.1998, 0.0155, -0.3599, 0.1661, -0.5022, 0.1476, 0.1480, 0.1533, 0.0888, 0.0572, 0.0851, 0.1272, 0.1275]}